This record from the Open Molecules 2025 dataset describes C3H4BrNO2 in the gas phase in a non-equilibrium geometry. The level of theory is ωB97M-V/def2-TZVPD.

## Properties
Lowest unoccupied orbital energy, eV: 0.3
Energy, eV: -78799.0799
Energy above the lowest of the compared OMol25 structures with the same formula, charge and spin, kJ/mol: 351.5
HOMO level, eV: -9.7

```
11
Properties=species:S:1:pos:R:3:lowdin_charge:R:1
O -2.32418 1.38643 -0.83182 0.082
N -1.42115 0.94613 -0.23572 -0.092
O -1.65168 -0.26820 0.32698 -0.080
C -0.44508 -0.81619 0.78957 -0.179
C 0.75045 -0.58457 -0.18130 -0.181
C 1.23131 0.58812 -0.42268 -0.601
Br 2.63018 0.97368 -1.68016 0.651
H -0.51904 -1.85984 0.95122 0.099
H -0.43519 -0.32437 1.82600 0.147
H 1.03294 -1.46199 -0.77295 0.110
H 1.15144 1.42081 0.23086 0.044
```

***

This record from the Open Molecules 2025 dataset describes 2 unconnected molecules or ions with the total composition C3H4BrNS in a non-equilibrium geometry. The level of theory is ωB97M-V/def2-TZVPD.

## Properties
Lowest unoccupied orbital energy (alpha / beta), eV: 0.0 / 0.0
Energy, eV: -85539.0540
Energy above the lowest of the compared OMol25 structures with the same formula, charge and spin, kJ/mol: 393.0
HOMO level (alpha / beta), eV: -7.9 / -7.9

```
10
Properties=species:S:1:pos:R:3:lowdin_charge:R:1
C 1.04170 -1.12914 0.65062 -0.103
N -0.12213 -1.44805 1.09810 -0.637
S -0.75898 -0.76555 2.43867 0.453
H 1.31996 -1.20281 -0.37086 0.060
H 1.64784 -0.63186 1.54889 0.113
H -0.71407 -1.95745 0.42987 0.102
C -0.60591 1.02312 -1.70423 -0.006
C -0.64878 2.14902 -1.25949 -0.750
Br -0.65070 3.80870 -0.53560 0.749
H -0.50895 0.15401 -2.29597 0.018
```

***

This record from the Open Molecules 2025 dataset describes a molecular structure, C3H4CaO3 in a non-equilibrium geometry. The level of theory is ωB97M-V/def2-TZVPD.

## Properties
Lowest unoccupied orbital energy, eV: -9.7
Net charge: +2
Energy, eV: -27738.9790
Energy above the lowest of the compared OMol25 structures with the same formula, charge and spin, kJ/mol: 155.8
HOMO level, eV: -18.2

```
11
Properties=species:S:1:pos:R:3:lowdin_charge:R:1
C -0.50078 -1.32098 -0.93182 0.058
C 0.72851 -0.74338 -0.88262 -0.051
O 0.96114 0.54633 -0.48500 0.149
C 0.44430 1.10619 0.59840 -0.621
O -0.61870 0.57581 1.14744 -0.038
O 0.70795 2.27291 0.88841 -0.010
H -1.26267 -0.80608 -1.52511 0.127
H 1.66680 -1.29088 -0.98217 0.163
H -0.48432 -2.40812 -1.05359 0.109
Ca -0.66354 2.42820 2.68080 1.882
H -0.97870 -0.36000 0.54527 0.232
```

***

This record from the Open Molecules 2025 dataset describes 2 unconnected molecules or ions with the total composition C3H4Cl2F2 in a non-equilibrium geometry. The level of theory is ωB97M-V/def2-TZVPD.

## Properties
Lowest unoccupied orbital energy (alpha / beta), eV: -0.8 / -0.1
Energy, eV: -33651.4995
Energy above the lowest of the compared OMol25 structures with the same formula, charge and spin, kJ/mol: 361.3
HOMO level (alpha / beta), eV: -9.1 / -9.4

```
11
Properties=species:S:1:pos:R:3:lowdin_charge:R:1
C 1.09987 0.71907 -0.23872 0.091
C -2.27219 -1.06117 -0.44728 -0.740
C -2.08332 0.20813 0.36470 -0.745
F -3.53090 -1.55953 -0.34467 -0.023
F -2.46778 0.09104 1.61832 0.020
Cl -1.19218 -2.31056 0.28139 0.631
Cl -2.68643 1.66179 -0.37511 0.692
H 0.78915 1.51444 0.38868 -0.027
H 1.36154 0.77769 -1.25481 -0.023
H 1.32030 -0.13588 0.39973 -0.012
H -1.89358 -0.79131 -1.51900 0.138
```

***

This record from the Open Molecules 2025 dataset describes 2 unconnected molecules or ions with the total composition C3H4Cl2FNO2 in a non-equilibrium geometry. The level of theory is ωB97M-V/def2-TZVPD.

## Properties
Lowest unoccupied orbital energy (alpha / beta), eV: -2.1 / -1.1
Energy, eV: -36516.3958
Energy above the lowest of the compared OMol25 structures with the same formula, charge and spin, kJ/mol: 288.1
HOMO level (alpha / beta), eV: -9.9 / -10.3

```
13
Properties=species:S:1:pos:R:3:lowdin_charge:R:1
C -1.72640 -0.73488 -0.48123 0.168
C 0.35170 0.23594 0.66281 -0.090
C 1.41892 -0.55416 -0.02671 -1.307
N 0.02387 1.60757 0.32326 -0.427
O -0.98638 2.07168 0.79982 0.053
O 0.69405 2.21965 -0.51093 0.031
F 2.66386 0.02179 0.32007 -0.113
Cl 1.53118 -2.20061 0.37324 0.749
Cl 1.37252 -0.28378 -1.75794 0.714
H -1.95591 -0.32860 0.49071 0.001
H -1.99190 -0.16598 -1.35197 0.028
H -1.43267 -1.76920 -0.59559 0.016
H 0.03718 -0.11943 1.75446 0.178
```

***

This record from the Open Molecules 2025 dataset describes C3H4Cl2N2S in the gas phase in a non-equilibrium geometry. The level of theory is ωB97M-V/def2-TZVPD.

## Properties
Lowest unoccupied orbital energy, eV: -0.9
Energy, eV: -42032.8790
Energy above the lowest of the compared OMol25 structures with the same formula, charge and spin, kJ/mol: 239.5
HOMO level, eV: -8.5

```
12
Properties=species:S:1:pos:R:3:lowdin_charge:R:1
N 0.46041 1.51990 0.85799 -0.055
N 1.24075 0.94118 -0.08285 -0.173
C 1.07126 -0.49684 -0.21474 -0.770
S 2.41725 -1.42134 -0.68797 0.580
C -0.28956 -1.11739 0.06007 -0.240
C -1.50220 -0.67383 -0.33323 -1.068
Cl -3.05847 -1.34972 -0.01268 0.638
Cl -1.72387 0.90027 -1.16343 0.620
H 0.09774 0.58301 1.38613 0.139
H -0.33460 1.99041 0.25026 0.048
H 2.03703 1.37978 -0.50977 0.118
H -0.41575 -2.25545 0.45020 0.163
```